No. 1
C8H30N12O8 | ωB97M-V with the def2-TZVPD basis set

Geometry (Å):
N: -4.322 -1.000 -1.987
C: -4.090 0.306 -1.630
N: -5.047 0.894 -0.851
O: -3.047 0.879 -1.909
H: -3.503 -1.460 -2.355
H: -4.966 -1.541 -1.436
H: -4.893 1.864 -0.640
H: -5.931 0.498 -0.592
N: 4.967 0.599 2.215
C: 4.057 1.552 1.835
N: 2.998 1.053 1.125
O: 4.155 2.711 2.199
H: 4.987 -0.335 1.846
H: 5.760 0.885 2.756
H: 2.367 1.710 0.709
H: 2.964 0.051 1.058
N: 4.132 -1.045 -2.947
C: 3.313 -0.792 -1.882
N: 2.169 -0.090 -2.167
O: 3.570 -1.217 -0.764
H: 4.912 -1.658 -2.808
H: 4.078 -0.499 -3.787
H: 1.710 0.295 -1.358
H: 2.149 0.469 -3.003
N: 0.907 -2.591 3.933
C: 0.739 -3.225 2.715
N: 0.913 -4.574 2.751
O: 0.413 -2.595 1.719
H: 0.380 -1.764 4.157
H: 1.332 -3.047 4.720
H: 0.660 -5.131 1.958
H: 1.238 -5.010 3.594
N: -0.993 4.281 -1.958
C: -1.718 5.389 -1.643
N: -1.727 5.697 -0.299
O: -2.358 6.029 -2.461
H: -0.457 3.821 -1.245
H: -1.037 3.927 -2.894
H: -1.350 5.022 0.341
H: -2.260 6.497 -0.022
N: -0.870 -4.431 -1.389
C: -1.728 -3.411 -1.707
N: -1.508 -2.255 -1.032
O: -2.599 -3.528 -2.565
H: -0.968 -5.261 -1.942
H: -0.433 -4.463 -0.487
H: -0.674 -2.134 -0.481
H: -2.223 -1.553 -1.017
O: -0.119 0.238 2.373
C: -0.769 0.309 1.127
C: -1.090 1.726 0.760
O: 0.054 2.584 0.737
H: 0.289 -0.637 2.364
H: -0.106 -0.132 0.357
H: -1.631 -0.368 1.053
H: -1.792 2.111 1.509
H: -1.506 1.778 -0.243
H: 0.499 2.574 1.593

For the energy above the lowest of the compared OMol25 structures with the same formula, charge and spin, the calculation gives 30.6 kJ/mol. As for the SMILES: NC(N)=O.NC(N)=O.NC(N)=O.NC(N)=O.NC(N)=O.NC(N)=O.OCCO.


No. 2
C8H30N2O6 | ωB97M-V with the def2-TZVPD basis set

Geometry (Å):
C: 2.894 -0.925 1.374
O: 2.099 0.349 1.320
C: 2.372 1.317 2.279
C: 1.285 1.257 3.355
C: -0.038 1.756 2.802
N: 1.484 1.964 4.673
H: 2.477 -1.590 2.130
H: 3.977 -0.832 1.460
H: 2.862 -1.411 0.399
H: 3.356 1.193 2.732
H: 2.282 2.313 1.847
H: 1.203 0.186 3.536
H: -0.762 2.032 3.569
H: -0.468 1.037 2.105
H: 0.049 2.661 2.201
H: 2.245 1.499 5.149
H: 0.625 1.893 5.200
C: -2.199 -1.579 -3.455
O: -1.583 -0.747 -2.493
C: -0.400 -0.101 -3.040
C: 0.392 0.398 -1.831
C: 1.669 1.146 -2.234
N: 0.753 -0.689 -0.975
H: -3.244 -1.824 -3.265
H: -1.682 -2.527 -3.302
H: -2.068 -1.177 -4.460
H: 0.180 -0.666 -3.769
H: -0.654 0.808 -3.587
H: -0.222 1.041 -1.201
H: 1.312 2.005 -2.802
H: 2.328 0.560 -2.874
H: 2.300 1.401 -1.382
H: 1.398 -1.316 -1.433
H: 1.166 -0.360 -0.114
O: -3.110 -3.612 -0.937
H: -2.878 -2.767 -0.553
H: -3.748 -3.986 -0.329
O: -2.400 0.002 -0.149
H: -1.803 -0.643 0.230
H: -2.115 0.087 -1.059
O: -3.624 2.145 -2.224
H: -3.040 1.996 -1.481
H: -3.682 1.294 -2.658
O: -0.526 -1.979 1.432
H: 0.168 -1.321 1.482
H: -0.632 -2.284 2.334

For the energy above the lowest of the compared OMol25 structures with the same formula, charge and spin, the calculation gives 137.9 kJ/mol. As for the SMILES: COC[C@H](C)N.COC[C@H](C)N.O.O.O.O.


No. 3
C8H30N7O10 | ωB97M-V with the def2-TZVPD basis set

Geometry (Å):
O: -0.053 -4.138 -0.174
C: 0.245 -2.876 0.049
O: -0.008 -2.375 1.157
O: 0.882 -2.217 -0.802
H: 0.400 -4.277 -1.009
C: -0.450 0.585 8.553
O: -0.763 -0.482 8.944
N: -0.431 0.972 7.347
N: -0.198 1.688 9.259
H: -0.190 1.924 7.113
H: -0.693 0.307 6.633
H: -0.198 2.557 8.744
H: -0.668 1.744 10.152
C: 5.113 -2.205 4.977
O: 5.707 -2.161 6.012
N: 4.100 -3.058 4.876
N: 5.235 -1.560 3.820
H: 3.438 -2.794 4.161
H: 3.920 -3.519 5.757
H: 5.545 -0.600 3.771
H: 4.464 -1.692 3.180
C: -6.485 -4.349 2.633
O: -7.690 -4.190 2.677
N: -5.728 -4.937 3.510
N: -5.761 -4.199 1.583
H: -6.227 -5.300 4.309
H: -4.731 -5.041 3.392
H: -4.752 -4.173 1.573
H: -6.164 -3.982 0.682
C: 0.787 4.206 -7.373
C: 1.306 5.190 -6.316
C: 0.421 6.213 -5.701
O: -0.115 7.120 -6.605
C: 0.910 8.008 -7.150
N: 1.879 4.479 -5.163
H: 0.365 4.867 -8.129
H: 0.010 3.617 -6.886
H: 1.491 3.468 -7.757
H: 2.093 5.701 -6.870
H: 1.093 6.782 -5.059
H: -0.440 5.905 -5.107
H: 0.367 8.883 -7.508
H: 1.535 7.593 -7.940
H: 1.528 8.415 -6.349
H: 2.156 5.153 -4.464
H: 1.222 4.026 -4.544
O: 2.651 -6.736 -4.231
H: 2.471 -6.498 -5.141
H: 2.463 -7.674 -4.188
O: -3.408 -9.119 -1.774
H: -4.300 -9.324 -1.493
H: -3.157 -8.364 -1.241
O: -0.152 3.114 1.331
H: -1.048 3.124 1.667
H: 0.012 2.197 1.112

For the energy above the lowest of the compared OMol25 structures with the same formula, charge and spin, the calculation gives 541.7 kJ/mol. Its net charge is -1.


No. 4
C8H32AgN16O8 | ωB97M-V with the def2-TZVPD basis set

Geometry (Å):
Ag: -22.347 7.022 4.924
C: -24.130 6.846 1.929
O: -23.605 6.713 3.046
N: -24.008 5.998 0.957
N: -24.910 7.856 1.645
H: -24.584 6.125 0.137
H: -23.278 5.302 0.905
H: -25.049 8.556 2.360
H: -25.310 8.020 0.732
C: -25.792 7.362 5.460
O: -24.605 7.451 5.554
N: -26.532 7.284 6.498
N: -26.604 7.374 4.415
H: -26.172 7.305 7.442
H: -27.521 7.121 6.372
H: -27.606 7.428 4.529
H: -26.119 7.385 3.529
C: -22.130 5.975 8.071
O: -22.466 6.632 7.106
N: -22.807 5.058 8.618
N: -21.072 6.200 8.771
H: -23.731 4.789 8.311
H: -22.403 4.648 9.448
H: -20.439 6.896 8.404
H: -21.096 5.905 9.736
C: -23.881 3.963 5.499
O: -23.370 5.001 5.097
N: -23.558 2.820 5.013
N: -24.762 3.944 6.406
H: -23.876 2.026 5.551
H: -22.905 2.763 4.244
H: -25.115 4.796 6.819
H: -25.241 3.083 6.624
C: -22.674 10.250 3.526
O: -22.911 9.205 4.135
N: -21.444 10.692 3.519
N: -23.543 11.038 2.900
H: -21.223 11.584 3.100
H: -20.777 10.096 3.989
H: -24.530 10.825 2.933
H: -23.142 11.833 2.423
C: -19.628 4.849 5.166
O: -20.617 5.548 5.117
N: -18.909 4.385 4.229
N: -19.206 4.245 6.247
H: -19.063 4.895 3.370
H: -17.961 4.141 4.476
H: -18.426 3.604 6.253
H: -19.483 4.580 7.159
C: -19.887 7.205 2.061
O: -20.749 7.222 2.952
N: -19.724 6.179 1.321
N: -19.013 8.188 1.756
H: -19.018 6.277 0.605
H: -20.343 5.381 1.334
H: -18.399 8.085 0.960
H: -19.025 9.103 2.183
C: -19.812 8.795 6.454
O: -20.753 8.450 5.758
N: -20.011 9.538 7.503
N: -18.604 8.415 6.227
H: -20.955 9.729 7.807
H: -19.253 9.777 8.126
H: -18.365 7.810 5.454
H: -17.823 8.774 6.757

As for the spin multiplicity: 2. The expectation value of S² is 0.751. For the energy above the lowest of the compared OMol25 structures with the same formula, charge and spin, the calculation gives 383.6 kJ/mol. Its net charge is +2.


No. 5
C8H32Al3O12P | ωB97M-V with the def2-TZVPD basis set

Geometry (Å):
Al: 1.199 0.104 4.080
Al: -3.810 -1.268 -0.588
Al: -1.884 -3.521 3.186
P: -0.981 -0.344 1.287
O: -1.108 -0.265 -0.279
O: 0.022 -1.434 1.763
O: -2.319 -0.910 1.818
O: -0.609 0.961 2.013
C: 3.448 -2.939 1.398
O: 2.797 -1.729 1.837
H: 2.939 -3.870 1.665
H: 3.555 -2.873 0.300
H: 4.455 -2.978 1.825
H: 1.869 -1.980 1.626
C: 3.802 1.876 0.377
O: 2.670 1.915 1.137
H: 4.255 0.855 0.316
H: 3.827 2.426 -0.565
H: 4.718 2.284 0.875
H: 1.843 1.824 0.612
C: 1.557 0.562 -1.857
O: 0.785 1.522 -1.095
H: 1.840 -0.239 -1.172
H: 0.975 0.194 -2.707
H: 2.381 1.082 -2.343
H: 0.174 0.989 -0.553
C: -3.325 1.832 3.234
O: -2.812 2.276 1.994
H: -4.207 1.188 3.060
H: -2.564 1.426 3.897
H: -3.748 2.732 3.712
H: -2.053 1.645 1.735
C: -2.086 2.067 -3.081
O: -2.544 1.245 -2.012
H: -1.364 2.763 -2.624
H: -1.543 1.419 -3.794
H: -2.953 2.586 -3.484
H: -1.802 1.048 -1.399
C: 0.217 -4.127 -0.519
O: -0.663 -5.074 -1.063
H: -0.411 -3.269 -0.243
H: 0.769 -4.623 0.294
H: 0.944 -3.763 -1.249
H: -1.505 -5.043 -0.590
C: 0.003 4.456 0.963
O: -0.036 3.554 2.045
H: 0.356 5.392 1.400
H: 0.653 4.070 0.167
H: -1.048 4.624 0.637
H: -0.329 2.611 1.853
C: -1.038 -2.432 -3.588
O: -1.707 -1.731 -2.581
H: -0.207 -1.819 -3.983
H: -0.637 -3.430 -3.305
H: -1.714 -2.561 -4.437
H: -1.044 -1.305 -1.995

For the energy above the lowest of the compared OMol25 structures with the same formula, charge and spin, the calculation gives 0.0 kJ/mol. Its net charge is +6.


No. 6
C8H32Al3O16P2 | ωB97M-V with the def2-TZVPD basis set

Geometry (Å):
Al: 1.550 -2.216 3.427
Al: 1.508 1.729 -2.518
Al: 3.071 2.369 2.228
P: 1.004 0.022 0.664
O: 2.272 0.763 0.120
O: 0.980 -1.504 0.506
O: -0.148 0.685 -0.118
O: 1.018 0.281 2.214
P: 3.330 4.125 -0.810
O: 3.959 3.022 -1.697
O: 4.118 4.411 0.482
O: 1.982 3.653 -0.398
O: 3.177 5.518 -1.503
C: -2.436 -2.151 3.324
O: -1.333 -1.978 2.458
H: -3.374 -1.625 3.143
H: -2.845 -3.156 3.225
H: -2.058 -1.892 4.313
H: -1.527 -1.622 1.588
C: -0.896 3.481 2.768
O: 0.082 2.958 1.875
H: -1.087 2.795 3.592
H: -0.503 4.450 3.076
H: -1.830 3.602 2.219
H: -0.250 2.102 1.594
C: -2.210 -0.539 -3.598
O: -0.975 -0.216 -2.959
H: -2.244 0.030 -4.527
H: -2.226 -1.617 -3.758
H: -2.939 -0.185 -2.869
H: -1.032 -0.456 -2.031
C: -3.220 0.506 1.174
O: -2.464 -0.097 0.070
H: -3.518 1.527 0.937
H: -4.181 0.039 1.388
H: -2.498 0.382 1.981
H: -1.558 0.193 0.200
C: 1.865 -2.535 -2.722
O: 1.806 -1.274 -2.085
H: 1.799 -3.319 -1.968
H: 1.131 -2.588 -3.527
H: 2.789 -2.904 -3.167
H: 1.585 -1.419 -1.163
C: -2.443 3.297 -1.511
O: -1.132 2.681 -1.643
H: -3.241 2.620 -1.208
H: -2.320 4.102 -0.787
H: -2.729 3.792 -2.440
H: -1.108 2.177 -0.826
C: -1.552 -3.234 -0.911
O: -0.342 -3.615 -0.319
H: -2.052 -4.151 -1.224
H: -2.196 -2.675 -0.232
H: -1.348 -2.570 -1.750
H: 0.158 -2.853 -0.017
C: 5.111 -2.636 1.029
O: 3.713 -2.444 1.162
H: 5.403 -2.925 0.019
H: 5.614 -1.695 1.252
H: 5.399 -3.391 1.760
H: 3.387 -1.830 0.499

For the energy above the lowest of the compared OMol25 structures with the same formula, charge and spin, the calculation gives 136.4 kJ/mol. Its net charge is +3.


No. 7
C8H32B2O32 | ωB97M-V with the def2-TZVPD basis set

Geometry (Å):
O: 0.423 -4.014 -3.873
C: 0.696 -2.862 -3.475
O: 0.681 -1.859 -4.260
B: 1.193 -0.692 -3.533
O: 1.686 -1.291 -2.269
C: 1.352 -2.489 -2.282
O: 1.465 -3.172 -1.253
O: 0.223 0.361 -3.235
C: 0.645 1.446 -3.770
O: 0.223 2.537 -3.450
C: 1.881 1.228 -4.309
O: 2.279 0.020 -4.220
O: 2.648 2.117 -4.747
O: -1.864 -3.345 1.223
C: -1.762 -2.413 0.426
O: -1.450 -1.229 0.769
B: -1.187 -0.504 -0.467
O: -1.335 -1.518 -1.529
C: -1.593 -2.579 -0.967
O: -1.579 -3.650 -1.495
O: 0.099 0.186 -0.502
C: -0.135 1.363 -0.468
O: 0.742 2.221 -0.373
C: -1.519 1.659 -0.636
O: -2.167 0.609 -0.638
O: -2.062 2.712 -0.474
O: 0.611 0.482 2.365
H: 0.066 1.288 2.231
H: 0.061 -0.012 2.940
O: -2.436 4.990 0.679
H: -2.531 4.071 0.385
H: -3.041 5.015 1.427
O: 0.419 4.817 1.492
H: 1.077 4.940 0.820
H: -0.361 5.211 1.083
O: 1.085 -2.589 1.734
H: 0.346 -2.110 2.143
H: 1.718 -1.954 1.383
O: -0.921 -1.568 3.692
H: -0.324 -1.601 4.420
H: -1.503 -0.816 3.855
O: -3.282 -4.245 3.329
H: -4.010 -3.606 3.492
H: -2.735 -3.843 2.656
O: 0.378 -5.118 0.930
H: -0.450 -5.046 1.337
H: 0.822 -4.353 1.295
O: 0.037 -4.167 3.876
H: -0.583 -4.816 4.202
H: -0.355 -3.393 3.510
O: -0.882 2.584 2.177
H: -1.158 2.834 3.098
H: -0.477 3.396 1.870
O: 2.441 3.661 -2.085
H: 1.459 3.490 -2.048
H: 2.555 4.330 -2.750
O: 2.634 2.448 1.379
H: 1.910 2.594 0.726
H: 3.405 2.550 0.842
O: -0.008 -5.624 -1.771
H: 0.324 -5.306 -2.607
H: -0.848 -5.086 -1.762
O: -3.701 1.925 1.642
H: -2.887 2.102 2.005
H: -3.539 1.876 0.699
O: 2.657 -0.582 0.748
H: 3.033 -0.444 1.634
H: 1.963 0.090 0.788
O: 3.306 0.991 -1.609
H: 2.945 1.851 -1.697
H: 2.697 0.433 -1.143
O: -0.247 4.803 -1.764
H: -0.953 4.407 -1.280
H: -0.328 4.269 -2.561

For the energy above the lowest of the compared OMol25 structures with the same formula, charge and spin, the calculation gives 485.5 kJ/mol. Its net charge is -2.


No. 8
C8H32BN3OP2Zn | ωB97M-V with the def2-TZVPD basis set

Geometry (Å):
Zn: -0.338 0.402 0.032
H: 1.882 0.653 -2.440
H: 1.234 -1.079 -0.071
P: 1.355 1.809 1.070
P: -1.391 -0.585 -1.950
C: -2.375 0.419 -3.109
H: -2.968 -0.217 -3.785
H: -3.050 1.067 -2.533
H: -1.704 1.059 -3.696
C: -0.436 -1.662 -3.061
H: -0.214 -2.617 -2.568
H: -1.021 -1.870 -3.968
H: 0.505 -1.180 -3.341
C: -2.658 -1.750 -1.350
H: -3.367 -1.236 -0.691
H: -3.206 -2.182 -2.198
H: -2.176 -2.553 -0.781
C: 2.921 2.345 0.315
H: 3.515 2.922 1.039
H: 3.498 1.482 -0.036
H: 2.694 2.985 -0.546
C: 0.707 3.366 1.757
H: -0.146 3.152 2.415
H: 1.483 3.901 2.324
H: 0.355 3.998 0.931
C: 1.936 0.985 2.586
H: 2.552 0.112 2.339
H: 2.526 1.681 3.197
H: 1.075 0.643 3.171
H: 2.725 -1.739 0.306
H: 1.728 -2.534 -0.726
H: 2.549 -1.485 -2.682
H: 3.679 -0.248 -1.335
B: 2.736 -0.879 -1.682
N: 2.067 -1.597 -0.471
H: 2.174 0.770 -3.136
H: -0.253 1.647 -0.933
C: -2.702 0.509 1.904
N: -2.281 -0.735 2.538
C: -1.209 -1.449 2.198
N: -0.961 -2.582 2.883
O: -0.387 -1.133 1.250
H: -2.979 0.359 0.851
H: -1.934 1.292 1.981
H: -3.587 0.871 2.425
H: -2.838 -1.113 3.302
H: -0.145 -3.126 2.635
H: -1.570 -2.875 3.638

As for the spin multiplicity: 2. The total energy is -3050.0406 Eh. The expectation value of S² is 0.753. Its net charge is +1.


| no. | F_max (Eh/bohr) |
| --- | --- |
| 1 | 0.033 |
| 2 | 0.056 |
| 3 | 0.146 |
| 4 | 0.138 |
| 5 | 0.046 |
| 6 | 0.049 |
| 7 | 0.204 |
| 8 | 0.049 |